1.
{
  "formula": "C3H7FHgO2",
  "method": "ωB97M-V/def2-TZVPD",
  "multiplicity": 2,
  "total_charge": -1,
  "orbital_gap_ev": [6.93, 6.72],
  "species": ["Hg", "O", "C", "C", "O", "C", "H", "H", "H", "H", "H", "H", "H", "F"],
  "xyz": [[2.0967, 0.3923, 0.1145], [1.8379, -1.3291, 0.8856], [0.5051, -1.5627, 1.1856], [-0.4127, -0.9280, 0.1483], [0.0344, 0.4159, -0.0446], [-0.7778, 1.1847, -0.9205], [0.2303, -1.1521, 2.1809], [0.2602, -2.6432, 1.2182], [-1.4627, -0.9198, 0.4818], [-0.3464, -1.4598, -0.8170], [-0.3586, 2.2006, -0.9714], [-0.7907, 0.7290, -1.9234], [-1.8053, 1.2237, -0.5288], [0.9893, 3.8485, -1.0093]]
}


2.
{
  "formula": "C3H7FN3",
  "method": "ωB97M-V/def2-TZVPD",
  "multiplicity": 1,
  "e_above_lowest_kj_mol": 454.9,
  "total_charge": 1,
  "orbital_gap_ev": 8.53,
  "species": ["C", "C", "C", "N", "N", "N", "F", "H", "H", "H", "H", "H", "H", "H"],
  "xyz": [[1.7738, 0.3102, -0.4615], [-1.6785, 0.1369, -0.5298], [1.8138, -1.0593, -0.4484], [-1.8370, 0.8432, 0.6463], [-0.6759, 0.9463, -0.1521], [2.1562, 1.3943, -0.5703], [-1.6851, -1.2732, -0.2515], [-2.3176, 0.2703, -1.4204], [1.3734, -1.4156, 0.4317], [1.1198, -1.3915, -1.2828], [2.8720, -1.6111, -0.5891], [-2.4841, 1.6330, 0.8663], [1.6658, 2.3184, -0.5508], [-1.5661, 0.2281, 1.4632]]
}


3.
{
  "formula": "C3H7FO2",
  "method": "ωB97M-V/def2-TZVPD",
  "multiplicity": 3,
  "e_above_lowest_kj_mol": 0.0,
  "total_charge": 0,
  "orbital_gap_ev": [7.14, 8.49],
  "species": ["C", "C", "C", "O", "O", "F", "H", "H", "H", "H", "H", "H", "H"],
  "xyz": [[1.6179, 0.7913, -0.4211], [-1.9135, 0.0426, 0.0843], [0.3772, 0.2000, 0.1782], [0.1955, -1.8721, -0.2245], [-0.7379, 0.8319, -0.1729], [0.5094, 0.0537, 1.5013], [2.3774, 0.1700, -0.1177], [1.7012, 0.6134, -1.4538], [1.7353, 1.7999, -0.2264], [-1.9513, -0.8172, -0.4704], [-2.8636, 0.5091, -0.0561], [-2.0605, -0.2052, 1.0807], [1.0129, -2.1174, 0.2984]]
}


4.
{
  "formula": "C3H7FO3",
  "method": "ωB97M-V/def2-TZVPD",
  "multiplicity": 1,
  "e_above_lowest_kj_mol": 283.6,
  "total_charge": 0,
  "orbital_gap_ev": 9.03,
  "species": ["C", "C", "C", "O", "O", "O", "F", "H", "H", "H", "H", "H", "H", "H"],
  "xyz": [[-1.4675, -0.7386, -0.4081], [-0.5881, 0.3891, -0.6635], [1.3373, -0.2785, -0.4553], [-0.7925, 1.4501, 0.2120], [1.3256, -1.2532, 0.4599], [1.9915, 0.7973, -0.0599], [-2.6560, -0.2851, 0.2107], [-1.8353, -1.4084, -1.2895], [-1.1679, -1.5267, 0.4010], [-0.7848, 0.7584, -1.5815], [1.5613, -0.5955, -1.4397], [-0.7884, 1.2451, 1.1828], [1.1362, -0.9991, 1.4193], [1.7353, 1.5889, -0.6093]]
}


5.
{
  "formula": "C3H7FOS",
  "method": "ωB97M-V/def2-TZVPD",
  "multiplicity": 1,
  "e_above_lowest_kj_mol": 482.3,
  "total_charge": 0,
  "orbital_gap_ev": [7.88, 7.89],
  "species": ["C", "C", "C", "O", "F", "S", "H", "H", "H", "H", "H", "H", "H"],
  "xyz": [[-0.3747, 1.1377, -0.2726], [0.9767, -0.8173, -1.0180], [-0.3574, -0.3717, -0.4844], [-1.1781, -0.2589, 2.1197], [0.0752, 0.6097, 3.1954], [-0.5057, -1.2783, 1.3416], [0.5970, 1.5438, -0.2227], [-1.0305, 1.6041, -0.9810], [-0.8821, 1.2330, 0.7029], [1.8108, -0.2892, -0.3539], [1.0456, -0.3641, -2.0603], [1.0507, -1.8418, -0.9263], [-1.2276, -0.9070, -1.0404]]
}


6.
{
  "formula": "C3H7FOS",
  "method": "ωB97M-V/def2-TZVPD",
  "multiplicity": 1,
  "e_above_lowest_kj_mol": 254.0,
  "total_charge": 0,
  "orbital_gap_ev": 8.79,
  "species": ["C", "C", "C", "O", "F", "S", "H", "H", "H", "H", "H", "H", "H"],
  "xyz": [[-1.1208, -1.4329, 1.3796], [1.6331, 1.3276, -0.7323], [0.2169, 0.9328, -0.4993], [-0.6407, 1.6464, 0.3374], [2.1368, 0.6140, -1.8604], [0.4417, -1.1562, 0.4678], [-1.4616, -0.5283, 1.6433], [-0.9432, -2.1424, 2.1777], [-1.7794, -2.1169, 0.9218], [2.4548, 0.9914, 0.0097], [1.5981, 2.4044, -0.8741], [-0.4230, 0.7135, -1.3565], [-0.1880, 2.3649, 0.7780]]
}


7.
{
  "formula": "C3H7I2NS",
  "method": "ωB97M-V/def2-TZVPD",
  "multiplicity": 1,
  "e_above_lowest_kj_mol": 0.0,
  "smiles": "C/N=C(\\C)I.SI",
  "total_charge": 0,
  "orbital_gap_ev": 8.28,
  "species": ["C", "C", "C", "N", "S", "I", "I", "H", "H", "H", "H", "H", "H", "H"],
  "xyz": [[0.2531, 1.7288, -1.3476], [-0.6597, -1.0172, -0.4683], [0.0724, 1.2749, 0.0842], [-0.2800, 0.1113, 0.4875], [0.8261, -1.5308, 2.8787], [0.5018, 2.6642, 1.5452], [0.8679, -3.7299, 1.9932], [1.0910, 2.3489, -1.4922], [-0.6710, 2.3209, -1.5281], [0.1144, 0.8292, -2.0604], [-1.2723, -1.6239, 0.1215], [-1.1813, -0.7964, -1.4425], [0.2126, -1.6043, -0.6332], [0.1250, -0.9758, 1.8620]]
}


8.
{
  "formula": "C3H7IN",
  "method": "ωB97M-V/def2-TZVPD",
  "multiplicity": 1,
  "e_above_lowest_kj_mol": 544.7,
  "total_charge": 1,
  "orbital_gap_ev": [8.32, 9.13],
  "species": ["C", "C", "C", "N", "I", "H", "H", "H", "H", "H", "H", "H"],
  "xyz": [[1.2491, 0.6048, 0.1046], [-1.1479, 0.7084, 0.1006], [0.0927, -1.4677, -0.0665], [0.1442, -0.0080, 0.1177], [3.1434, -0.0374, 0.0469], [0.6167, 2.8113, -0.0654], [-1.6967, 0.1978, -0.7092], [-0.8562, 1.6997, -0.2124], [-1.8384, 0.8164, 0.9910], [-0.6002, -1.5857, -0.8555], [-0.2198, -1.9049, 0.8767], [1.1132, -1.8347, -0.3284]]
}


Number 1: strongest force on any atom 7.5 eV/A. Number 2: strongest force on any atom 5.2 eV/A. Number 3: strongest force on any atom 3.4 eV/A. Number 4: strongest force on any atom 5.1 eV/A. Number 5: strongest force on any atom 4.1 eV/A. Number 6: strongest force on any atom 4.3 eV/A. Number 7: strongest force on any atom 3.6 eV/A. Number 8: strongest force on any atom 1.8 eV/A.